The following is a DFT calculation (ωB97M-V/def2-TZVPD) of a structure of composition C30H55CuN4OP2S at a distorted geometry.

XYZ file:
```
94
Properties=species:S:1:pos:R:3:mulliken_charge:R:1
C -1.068 -3.000 0.176 0.235
C 1.229 -2.996 0.724 0.303
C -1.168 -4.377 0.359 -0.825
C 1.210 -4.412 0.610 -0.960
C 0.008 -5.096 0.519 -0.993
H -2.139 -4.861 0.364 0.532
H 2.181 -4.907 0.626 0.487
H -0.007 -6.184 0.548 0.447
N 0.071 -2.327 0.368 1.097
P -2.024 -0.653 -1.118 0.723
P 2.161 -0.473 1.489 0.558
C -2.327 -2.252 -0.249 -2.023
H -2.940 -2.902 -0.890 0.717
H -2.938 -2.004 0.630 0.849
C 2.342 -2.241 1.203 -1.377
H 3.299 -2.755 1.174 0.477
C 3.627 0.761 0.832 2.372
C 2.161 -0.733 3.411 2.129
C -1.943 -1.203 -2.951 2.003
C -3.662 0.337 -0.842 2.352
C 3.196 1.740 -0.278 -1.709
H 2.458 2.470 0.078 0.324
H 4.099 2.290 -0.598 0.571
H 2.794 1.227 -1.158 0.051
C 4.169 1.594 1.995 -1.761
H 3.383 2.246 2.403 0.277
H 4.594 0.975 2.797 0.242
H 4.972 2.245 1.608 0.549
C 4.702 -0.127 0.236 -1.715
H 5.559 0.479 -0.095 0.513
H 5.080 -0.892 0.922 0.349
H 4.280 -0.600 -0.653 -0.286
C 1.928 0.585 4.167 -1.445
H 1.091 1.146 3.731 0.046
H 1.663 0.356 5.212 0.528
H 2.814 1.231 4.187 0.334
C 1.012 -1.692 3.791 -1.682
H 0.051 -1.321 3.419 0.071
H 1.174 -2.706 3.415 0.346
H 0.927 -1.737 4.887 0.675
C 3.544 -1.356 3.698 -1.475
H 3.980 -1.856 2.820 0.203
H 4.268 -0.608 4.042 0.371
H 3.449 -2.128 4.474 0.425
C -3.586 1.620 -1.686 -1.872
H -4.456 2.251 -1.447 0.495
H -2.675 2.193 -1.464 0.227
H -3.621 1.418 -2.765 0.330
C -3.726 0.712 0.646 -2.203
H -3.809 -0.170 1.290 0.341
H -2.858 1.293 0.960 0.550
H -4.621 1.326 0.808 0.640
C -4.940 -0.452 -1.159 -1.730
H -4.937 -1.452 -0.707 0.240
H -5.786 0.104 -0.726 0.536
H -5.149 -0.541 -2.228 0.363
C -1.109 -2.490 -3.024 -1.586
H -1.637 -3.345 -2.591 0.247
H -0.907 -2.729 -4.076 0.667
H -0.148 -2.375 -2.517 -0.036
C -1.248 -0.100 -3.755 -1.501
H -0.230 0.090 -3.390 0.027
H -1.173 -0.436 -4.805 0.540
H -1.811 0.846 -3.738 0.260
C -3.306 -1.470 -3.602 -1.948
H -3.913 -2.194 -3.044 0.313
H -3.883 -0.552 -3.774 0.348
H -3.117 -1.907 -4.596 0.524
Cu 0.229 -0.384 -0.070 -1.048
C -0.328 0.965 1.245 1.099
O -0.848 0.739 2.337 -0.684
N 1.447 -0.570 -1.864 0.138
C 2.090 -0.871 -2.816 -0.539
C 3.177 -1.881 -3.286 2.148
C 3.832 -2.607 -2.084 -1.466
C 2.451 -3.029 -3.980 -1.605
C 4.254 -1.116 -4.053 -1.698
H 4.412 -1.952 -1.426 0.593
H 3.074 -3.101 -1.444 0.132
H 4.528 -3.368 -2.482 0.565
H 1.679 -2.721 -4.693 0.326
H 3.161 -3.722 -4.450 0.483
H 1.933 -3.590 -3.183 0.306
H 5.166 -1.717 -4.129 0.396
H 3.913 -0.795 -5.040 0.419
H 4.519 -0.211 -3.490 0.337
N -1.916 4.694 0.606 -0.389
C -1.578 3.564 1.224 0.725
N -2.118 3.254 2.401 -0.216
S -0.302 2.608 0.444 -0.539
H -2.666 5.273 0.959 0.207
H -1.522 4.904 -0.303 0.211
H -1.840 2.414 2.908 0.193
H -2.759 3.905 2.841 0.230
```

Properties
LUMO energy (alpha / beta) ... -2.52 / -3.11 eV
HOMO (alpha / beta) ... -0.3061 / -0.3057 hartree
Charge ... +1
Molar mass ... 645.4 g/mol
Maximum force ... 4.96 eV/A
Spin multiplicity ... 2

***

The following is a DFT calculation (ωB97M-V/def2-TZVPD) of a cluster of 2 separate species, C30H55F3N4O4S in total at a distorted geometry.

XYZ file:
```
97
Properties=species:S:1:pos:R:3:mulliken_charge:R:1
C 12.287 -6.115 -0.493 -1.059
C 12.235 -4.515 -0.708 -0.505
C 11.498 -3.716 0.482 -0.437
C 12.088 -2.202 0.484 -0.596
C 10.869 -1.114 0.430 -0.557
C 10.997 -0.170 -0.866 -0.617
C 9.684 -0.106 -1.792 -0.764
C 8.318 0.188 -0.997 -0.404
C 8.053 1.791 -0.847 -0.565
C 6.501 1.956 -0.458 -0.598
C 5.927 3.456 -0.676 -0.539
C 4.601 3.589 0.245 -0.605
C 3.246 3.768 -0.637 -0.578
C 1.953 3.897 0.313 -0.568
C 0.561 3.986 -0.498 -0.597
C -0.720 3.611 0.429 -0.621
C -2.127 3.947 -0.265 -0.606
C -3.338 2.987 0.249 -0.097
N -4.551 3.303 -0.617 -0.241
C -5.793 2.872 0.065 0.237
N -6.520 3.932 0.820 -0.598
N -6.269 1.648 0.008 0.227
C -7.530 1.172 0.686 -0.493
C -7.254 -0.275 1.329 -0.162
C -8.456 -1.326 1.146 -0.677
N -9.665 -1.021 1.966 -0.312
C -10.911 -0.907 1.159 -0.577
C -11.775 -2.247 1.058 0.766
C -11.564 -3.541 1.882 -0.515
C -12.475 -4.799 1.635 -0.492
C -13.630 -4.815 0.584 -0.449
C -13.856 -3.506 -0.217 -0.388
C -12.949 -2.250 0.023 0.320
O -13.271 -1.084 -0.777 -0.525
H 12.803 -6.358 0.496 0.301
H 12.917 -6.537 -1.361 0.308
H 11.245 -6.592 -0.532 0.277
H 13.333 -4.181 -0.848 0.323
H 11.639 -4.294 -1.673 0.205
H 10.375 -3.666 0.213 0.251
H 11.667 -4.160 1.520 0.299
H 12.784 -2.001 1.387 0.358
H 12.775 -2.114 -0.442 0.298
H 11.031 -0.452 1.366 0.237
H 9.852 -1.611 0.567 0.354
H 11.329 0.870 -0.480 0.232
H 11.862 -0.521 -1.552 0.382
H 9.636 -1.038 -2.470 0.298
H 9.828 0.784 -2.518 0.307
H 8.219 -0.350 0.004 0.270
H 7.449 -0.193 -1.654 0.317
H 8.724 2.123 0.029 0.212
H 8.335 2.356 -1.816 0.313
H 6.382 1.694 0.646 0.288
H 5.899 1.244 -1.116 0.178
H 5.617 3.655 -1.770 0.324
H 6.707 4.265 -0.411 0.346
H 4.732 4.431 1.022 0.312
H 4.445 2.625 0.851 0.292
H 3.346 4.685 -1.310 0.283
H 3.202 2.843 -1.327 0.251
H 2.067 4.793 1.031 0.268
H 1.914 2.934 0.937 0.286
H 0.441 5.092 -0.807 0.228
H 0.560 3.369 -1.461 0.348
H -0.624 2.536 0.815 0.397
H -0.641 4.305 1.353 0.227
H -2.101 3.954 -1.412 0.334
H -2.417 5.013 0.090 0.310
H -2.955 1.915 0.090 0.059
H -3.577 3.148 1.354 0.231
H -4.573 4.344 -0.612 0.318
H -6.507 4.807 0.265 0.326
H -6.013 4.151 1.690 0.284
H -5.710 0.964 -0.547 0.128
H -8.379 1.186 -0.078 0.255
H -7.842 1.864 1.555 0.311
H -6.935 -0.186 2.426 0.312
H -6.336 -0.711 0.770 -0.020
H -8.653 -1.472 0.031 0.370
H -8.046 -2.342 1.526 0.333
H -9.761 -1.708 2.734 0.291
H -10.629 -0.605 0.078 0.257
H -11.556 -0.025 1.545 0.307
H -10.737 -3.588 2.683 0.095
H -12.328 -5.784 2.213 0.279
H -14.301 -5.721 0.383 0.309
H -14.703 -3.462 -0.998 0.257
H -14.262 -1.068 -0.740 0.326
C -3.391 -2.980 -1.507 0.523
F -2.518 -3.794 -0.869 -0.223
F -2.939 -2.871 -2.779 -0.229
F -4.557 -3.667 -1.582 -0.225
S -3.579 -1.333 -0.667 1.264
O -2.247 -0.741 -0.675 -0.650
O -4.069 -1.638 0.675 -0.704
O -4.547 -0.595 -1.481 -0.809
```

Properties
LUMO energy ... -0.77 eV
HOMO ... -0.3134 hartree
Charge ... 0
Molar mass ... 624.9 g/mol
Maximum force ... 4.75 eV/A
Spin multiplicity ... 1

***

The following is a DFT calculation (ωB97M-V/def2-TZVPD) of a cluster of 8 separate species, C30H55FO24 in total at a distorted geometry.

XYZ file:
```
110
Properties=species:S:1:pos:R:3:mulliken_charge:R:1
O -0.244 1.307 -0.574 -0.562
C 0.139 1.912 0.416 0.692
O -0.646 2.610 1.250 -0.330
C 0.092 3.088 2.360 -0.262
C 1.530 2.750 1.952 0.352
F 2.232 1.998 2.805 -0.278
O 1.421 2.129 0.695 -0.298
H -0.038 4.170 2.409 0.239
H -0.238 2.575 3.263 0.245
H 2.095 3.670 1.797 0.202
C -3.611 -3.511 0.883 -1.218
C -3.040 -3.055 2.241 -0.099
O -1.679 -3.515 2.363 -0.249
C -0.963 -3.180 3.499 0.695
O 0.277 -3.481 3.696 -0.593
O -1.833 -2.827 4.513 -0.293
C -1.287 -2.561 5.847 -0.658
H -3.021 -3.135 0.048 0.307
H -4.632 -3.145 0.777 0.385
H -3.764 -4.589 0.837 0.330
H -3.718 -3.259 3.069 0.301
H -2.995 -1.966 2.201 0.270
H -1.137 -1.494 6.013 0.268
H -0.404 -3.155 6.081 0.319
H -2.090 -2.863 6.519 0.236
C 10.948 1.833 3.228 -1.207
C 10.644 2.800 2.070 -0.161
O 9.497 3.606 2.403 -0.260
C 8.847 4.208 1.374 0.719
O 9.082 4.180 0.191 -0.544
O 7.932 5.064 1.921 -0.325
C 7.133 5.910 1.083 -0.632
H 10.124 1.166 3.481 0.317
H 11.168 2.372 4.150 0.299
H 11.771 1.130 3.097 0.386
H 10.486 2.283 1.124 0.317
H 11.536 3.410 1.929 0.260
H 6.548 5.248 0.445 0.278
H 7.656 6.558 0.380 0.302
H 6.650 6.670 1.698 0.252
C 4.147 -5.388 -3.171 -0.957
C 3.817 -4.422 -2.013 -0.284
O 4.963 -3.633 -1.744 -0.317
C 5.929 -3.978 -0.835 0.727
O 5.770 -4.764 0.062 -0.552
O 6.874 -3.177 -1.075 -0.276
C 8.090 -3.429 -0.520 -0.677
H 4.120 -4.856 -4.122 0.261
H 3.472 -6.242 -3.234 0.335
H 5.138 -5.808 -3.005 0.285
H 3.560 -4.810 -1.027 0.338
H 2.939 -3.807 -2.213 0.273
H 8.434 -4.436 -0.756 0.309
H 8.084 -3.282 0.560 0.304
H 8.694 -2.619 -0.929 0.231
C -6.605 0.889 -3.836 -1.190
C -6.120 0.007 -5.024 -0.202
O -6.695 -1.219 -4.816 -0.220
C -6.402 -2.219 -5.645 0.789
O -5.825 -2.108 -6.758 -0.626
O -6.866 -3.331 -5.249 -0.337
C -6.826 -4.555 -6.010 -0.656
H -6.700 0.410 -2.862 0.318
H -7.623 1.143 -4.135 0.305
H -6.064 1.833 -3.766 0.361
H -5.034 -0.053 -4.946 0.298
H -6.431 0.433 -5.978 0.305
H -5.910 -5.033 -6.356 0.303
H -7.216 -4.225 -6.973 0.321
H -7.475 -5.251 -5.478 0.231
C -5.754 1.997 6.351 -1.119
C -6.488 1.823 7.659 -0.208
O -5.815 0.852 8.454 -0.225
C -6.495 0.131 9.288 0.731
O -7.611 0.368 9.753 -0.579
O -5.656 -0.800 9.823 -0.312
C -5.995 -1.594 10.866 -0.656
H -6.194 2.718 5.662 0.371
H -5.623 1.093 5.756 0.293
H -4.778 2.381 6.648 0.276
H -7.527 1.537 7.499 0.341
H -6.513 2.773 8.192 0.265
H -6.450 -1.026 11.678 0.310
H -5.121 -2.050 11.331 0.227
H -6.672 -2.360 10.487 0.285
C 0.521 -6.257 -9.800 -1.069
C 1.153 -5.061 -10.585 -0.201
O 1.643 -4.250 -9.529 -0.286
C 0.813 -3.239 -9.049 0.695
O -0.289 -2.959 -9.498 -0.555
O 1.450 -2.705 -7.957 -0.287
C 0.976 -1.560 -7.328 -0.615
H -0.322 -6.064 -9.136 0.303
H 1.322 -6.761 -9.259 0.293
H 0.147 -7.034 -10.467 0.374
H 0.483 -4.493 -11.231 0.329
H 1.988 -5.527 -11.109 0.224
H 1.192 -0.765 -8.042 0.287
H 1.502 -1.403 -6.387 0.205
H -0.100 -1.585 -7.160 0.302
O 0.382 10.062 -0.005 -0.545
C -0.654 10.163 0.644 0.686
O -1.265 11.286 0.990 -0.317
C -2.183 11.086 2.015 -0.291
C -2.487 9.627 1.733 -0.354
O -1.391 9.137 1.155 -0.301
H -1.816 11.238 3.029 0.260
H -3.140 11.601 1.927 0.295
H -3.417 9.458 1.190 0.296
H -2.520 9.178 2.725 0.271
```

Properties
LUMO energy ... 0.02 eV
HOMO ... -0.3796 hartree
Energy above the lowest of the compared OMol25 structures with the same formula, charge and spin ... 4.853 eV
SMILES string ... O=C1OC[C@@H](F)O1.CCOC(=O)OC.CCOC(=O)OC.CCOC(=O)OC.CCOC(=O)OC.CCOC(=O)OC.CCOC(=O)OC.O=C1OCCO1
Charge ... 0
Molar mass ... 818.7 g/mol
Maximum force ... 6.38 eV/A
Spin multiplicity ... 1

***

The following is a DFT calculation (ωB97M-V/def2-TZVPD) of a cluster of 8 separate species, C30H55FO24 in total at a distorted geometry.

XYZ file:
```
110
Properties=species:S:1:pos:R:3:mulliken_charge:R:1
O -24.748 -14.425 -0.358 -0.534
C -23.789 -14.295 -1.182 0.509
O -23.776 -14.546 -2.517 0.036
C -22.538 -14.301 -3.084 -0.235
C -21.846 -13.506 -1.995 0.551
F -21.939 -12.133 -2.193 -0.373
O -22.575 -13.809 -0.859 -0.365
H -21.950 -15.204 -3.246 0.149
H -22.712 -13.809 -4.041 0.313
H -20.798 -13.732 -1.798 0.023
C -25.816 -17.006 4.956 -1.171
C -26.987 -16.526 4.215 -0.177
O -26.773 -17.007 2.946 -0.263
C -27.423 -16.355 1.941 0.790
O -28.302 -15.437 2.095 -0.616
O -26.937 -16.908 0.800 -0.284
C -27.398 -16.496 -0.502 -0.065
H -26.178 -18.029 5.064 0.287
H -25.769 -16.604 5.968 0.359
H -24.867 -17.008 4.421 0.292
H -27.108 -15.445 4.282 0.315
H -27.857 -16.916 4.744 0.288
H -28.309 -16.972 -0.866 0.391
H -26.589 -16.772 -1.179 -0.024
H -27.555 -15.418 -0.499 -0.110
C -19.060 -13.084 -7.977 -1.241
C -19.841 -13.542 -6.698 -0.095
O -19.789 -14.973 -6.866 -0.335
C -20.824 -15.766 -6.595 0.781
O -21.801 -15.516 -6.012 -0.532
O -20.481 -17.013 -6.757 -0.389
C -21.294 -18.057 -6.671 -0.549
H -18.867 -12.012 -7.999 0.371
H -19.597 -13.370 -8.882 0.322
H -18.149 -13.650 -8.170 0.334
H -20.821 -13.066 -6.726 0.260
H -19.434 -13.412 -5.695 0.278
H -22.088 -17.881 -7.396 0.281
H -21.802 -18.133 -5.710 0.230
H -20.721 -18.893 -7.073 0.258
C -26.749 -15.516 -4.338 -1.269
C -25.436 -15.750 -5.206 0.283
O -25.731 -16.465 -6.401 -0.330
C -25.581 -17.753 -6.592 0.782
O -24.984 -18.613 -5.832 -0.614
O -26.026 -18.029 -7.806 -0.349
C -25.753 -19.231 -8.553 -0.711
H -27.199 -16.379 -3.848 0.369
H -27.467 -14.851 -4.817 0.370
H -26.630 -14.868 -3.470 0.262
H -24.681 -16.198 -4.559 0.176
H -25.110 -14.762 -5.530 0.165
H -25.524 -20.178 -8.065 0.324
H -24.828 -19.172 -9.126 0.294
H -26.674 -19.391 -9.115 0.282
C -14.273 -12.275 3.216 -1.128
C -15.799 -12.407 3.044 -0.240
O -16.231 -12.122 1.718 -0.295
C -17.480 -12.111 1.430 0.807
O -18.436 -12.159 2.221 -0.615
O -17.577 -11.796 0.110 -0.322
C -18.959 -11.586 -0.380 -0.746
H -13.909 -12.812 4.092 0.364
H -13.877 -11.260 3.182 0.318
H -13.829 -12.755 2.344 0.258
H -16.336 -11.862 3.821 0.341
H -16.086 -13.438 3.249 0.291
H -18.925 -11.977 -1.397 0.175
H -19.253 -10.536 -0.380 0.452
H -19.796 -12.082 0.111 0.357
C -19.995 -21.806 -3.750 -0.949
C -21.084 -21.970 -2.665 -0.257
O -21.280 -20.807 -1.826 -0.358
C -22.214 -19.896 -2.104 0.679
O -23.052 -19.976 -3.069 -0.582
O -22.062 -18.833 -1.136 -0.389
C -22.871 -17.686 -1.275 -0.263
H -19.935 -20.749 -4.008 0.255
H -20.050 -22.263 -4.738 0.337
H -19.031 -22.071 -3.314 0.271
H -20.917 -22.863 -2.063 0.382
H -21.982 -22.182 -3.246 0.267
H -22.595 -16.992 -2.068 -0.061
H -22.893 -17.191 -0.304 0.257
H -23.837 -18.184 -1.357 0.340
C -27.942 -12.420 -1.027 -1.199
C -28.573 -12.750 0.356 0.129
O -27.696 -12.311 1.415 -0.154
C -27.708 -11.079 1.890 0.665
O -28.597 -10.281 1.658 -0.598
O -26.648 -11.002 2.736 -0.275
C -26.265 -9.789 3.376 -0.723
H -28.174 -11.439 -1.443 0.446
H -28.485 -13.093 -1.690 0.393
H -26.908 -12.757 -1.102 0.182
H -28.548 -13.835 0.261 -0.047
H -29.587 -12.374 0.490 0.319
H -25.947 -10.069 4.381 0.259
H -27.081 -9.096 3.582 0.333
H -25.402 -9.275 2.953 0.271
O -18.407 -14.861 -1.401 -0.564
C -17.268 -15.000 -1.001 0.654
O -16.908 -15.651 0.141 -0.303
C -15.563 -15.979 -0.013 -0.404
C -15.037 -15.082 -1.013 -0.205
O -16.156 -14.681 -1.741 -0.301
H -15.112 -15.853 0.971 0.270
H -15.514 -17.022 -0.324 0.274
H -14.516 -15.703 -1.741 0.280
H -14.547 -14.258 -0.493 0.261
```

Properties
LUMO energy ... 0.32 eV
HOMO ... -0.3711 hartree
Energy above the lowest of the compared OMol25 structures with the same formula, charge and spin ... 5.636 eV
SMILES string ... O=C1OC[C@@H](F)O1.CCOC(=O)OC.CCOC(=O)OC.CCOC(=O)OC.CCOC(=O)OC.CCOC(=O)OC.CCOC(=O)OC.O=C1OCCO1
Charge ... 0
Molar mass ... 818.7 g/mol
Maximum force ... 6.15 eV/A
Spin multiplicity ... 1